Entry 1:
Density functional theory data (ωB97M-V with the def2-TZVPD basis set) for C35H43BBrF5N9ORhSi as an isolated structure.

The geometry in ORCA input format:
```
! wB97M-V def2-TZVPD RIJCOSX def2/J DEFGRID3
* xyz 1 6
Rh 0.0034 -0.0792 -0.0961
C 3.5683 0.0414 -2.5669
C 2.7215 -0.5588 -1.6454
N 1.7583 0.2716 -1.2624
N 1.9317 1.4028 -1.9933
C 3.0224 1.2913 -2.7589
B 1.0208 2.6202 -1.7609
N -0.4343 2.1682 -2.0795
C -1.3841 2.9041 -2.7608
C -2.5561 2.2613 -2.7413
C -2.3709 1.0286 -1.9163
N -0.9354 1.0000 -1.6733
N 1.1152 2.9788 -0.2635
C 1.7059 4.0072 0.3718
C 1.4202 3.9076 1.7145
C 0.6538 2.7473 1.8172
N 0.4905 2.1793 0.6278
N 1.3481 3.7741 -2.6752
C 1.0987 5.1050 -2.5359
C 1.2768 5.6985 -3.7579
C 1.6210 4.6354 -4.6136
N 1.6525 3.4868 -3.9679
H 4.4292 -0.3800 -3.0507
H 2.7463 -1.5590 -1.2716
H 3.3068 2.0964 -3.4129
H -1.1159 3.8401 -3.2188
H -3.4780 2.5775 -3.1912
H -2.6971 0.1070 -2.4154
H 2.2967 4.7277 -0.1613
H 1.7169 4.5731 2.5026
H 0.2046 2.3315 2.7019
H 0.7661 5.5302 -1.6081
H 1.1693 6.7396 -4.0011
H 1.8468 4.6643 -5.6667
C 0.7004 -4.8262 -2.6543
C 0.6852 -3.3366 -2.7189
C -0.6172 -2.6197 -2.8101
C 1.7939 -2.7438 -3.5209
Si 0.8296 -2.2782 0.6180
C -0.3701 -3.7130 1.1251
C -0.9623 -3.2285 2.4671
C 0.2703 -5.0979 1.3162
C -1.5508 -3.9261 0.1744
C 2.6159 -2.5245 1.3850
C 2.5189 -3.0530 2.8327
C 3.3397 -3.6003 0.5481
C 3.5194 -1.2636 1.4555
H 0.5502 -5.2140 -3.6722
H -0.0903 -5.2461 -2.0393
H 1.6653 -5.2107 -2.3242
H -0.9164 -2.5706 -3.8677
H -0.5291 -1.5815 -2.4814
H -1.4156 -3.1031 -2.2673
H 1.6822 -3.1074 -4.5526
H 2.7819 -3.0686 -3.1919
H 1.7579 -1.6582 -3.5582
H -0.2199 -2.9258 3.2058
H -1.5251 -4.0628 2.8935
H -1.6576 -2.4112 2.3018
H 0.9260 -5.1776 2.1733
H 0.8084 -5.4455 0.4385
H -0.5489 -5.8019 1.4860
H -1.9629 -2.9961 -0.1913
H -2.3424 -4.4374 0.7267
H -1.2886 -4.5687 -0.6622
H 2.0076 -3.9999 2.9235
H 2.0450 -2.3483 3.5106
H 3.5404 -3.2067 3.1895
H 2.8139 -4.5513 0.5465
H 4.3276 -3.7744 0.9816
H 3.4907 -3.2957 -0.4882
H 3.0049 -0.3231 1.2787
H 4.3304 -1.3130 0.7350
H 3.9892 -1.2095 2.4391
Br -0.1736 0.8122 7.0419
C -0.0766 0.4795 5.2001
C -1.2310 0.3651 4.4453
C -1.1093 0.0999 3.0932
N 0.0680 -0.0447 2.4754
C 1.1696 0.1140 3.2154
C 1.1533 0.3636 4.5748
H -2.2077 0.4805 4.8905
H -1.9870 0.0098 2.4742
H 2.1093 0.0797 2.6961
H 2.0765 0.4793 5.1233
F -6.8706 1.1609 -0.7143
C -5.6290 0.7239 -0.5063
C -5.4476 -0.5844 0.0003
F -6.5098 -1.3521 0.2321
C -4.1661 -1.0384 0.3153
F -4.0775 -2.2501 0.8959
C -3.0332 -0.2867 0.1141
O -1.8498 -0.7150 0.5080
C -3.1497 1.0643 -0.5509
F -2.4915 2.0102 0.2521
C -4.5593 1.5172 -0.7190
F -4.7282 2.7936 -1.0992
*
```

Properties
Gap between HOMO and LUMO (spin up / spin down), eV: 5.271 / 6.103
Energy above the lowest of the compared OMol25 structures with the same formula, charge and spin, kcal/mol: 57.8
⟨S²⟩: 8.811
LUMO energy (spin up / spin down), eV: -3.93 / -4.91

Entry 2:
Density functional theory data (ωB97M-V with the def2-TZVPD basis set) for C21H28N7O4S2Y as an isolated structure.

The geometry in ORCA input format:
```
! wB97M-V def2-TZVPD RIJCOSX def2/J DEFGRID3
* xyz 2 1
Y 0.3103 0.0402 -0.2002
C -4.6643 -2.2723 -1.4066
S -3.1281 -3.1921 -1.2091
C -1.9386 -1.9902 -1.5815
S -0.2755 -2.4889 -1.3147
N -2.2746 -0.8270 -2.0291
N -1.1617 -0.0131 -2.1307
C -0.9489 0.6051 -3.2170
C 0.3298 1.3157 -3.3454
C 0.6442 2.0053 -4.5033
C 1.9031 2.5729 -4.6305
C 2.8052 2.4259 -3.5907
C 2.4048 1.7345 -2.4596
N 1.1967 1.1832 -2.3186
H -5.4629 -2.9757 -1.1793
H -4.7627 -1.9234 -2.4304
H -4.6886 -1.4431 -0.7043
H -1.6356 0.5450 -4.0577
H -0.0864 2.0808 -5.2972
H 2.1759 3.1101 -5.5288
H 3.8042 2.8336 -3.6488
H 3.0860 1.6221 -1.6251
O 1.3002 4.5535 0.2115
C 0.8401 3.3288 0.2969
O 1.5456 2.3276 0.2841
C -0.6351 3.2269 0.4623
C -1.5057 4.2877 0.6007
C -2.8487 3.9934 0.8408
C -3.2514 2.6754 0.9700
C -2.2972 1.6746 0.8273
N -1.0308 1.9550 0.5500
C -2.5803 0.1894 1.0405
O -3.7076 -0.1855 1.2479
O -1.4951 -0.5279 1.0025
H 2.2690 4.5562 0.1485
H -1.1524 5.3068 0.5352
H -3.5652 4.7966 0.9488
H -4.2734 2.3995 1.1902
N -0.7865 -3.4796 1.6896
C 0.4395 -2.6398 1.8535
C 1.6895 -3.3124 1.3201
C 2.7762 -2.2486 1.1327
N 2.4480 -1.3434 -0.0186
C 2.9767 -1.4538 2.4248
C 1.6946 -0.9278 3.0718
N 1.1374 0.1844 2.2578
C 0.6422 -2.0354 3.2237
H -0.8820 -3.6260 0.6596
H -1.6164 -2.9429 1.9646
H -0.7664 -4.3718 2.1831
H 0.1830 -1.8247 1.2031
H 1.4890 -3.8204 0.3748
H 2.0576 -4.0612 2.0264
H 3.7117 -2.7643 0.9089
H 2.4016 -1.9113 -0.8645
H 3.2596 -0.7421 -0.1533
H 3.6691 -0.6238 2.2528
H 3.4734 -2.1102 3.1423
H 1.9468 -0.5645 4.0703
H 1.8038 0.9524 2.2590
H 0.3021 0.5422 2.7167
H -0.2894 -1.6081 3.6044
H 0.9949 -2.7735 3.9476
*
```

Properties
Gap between HOMO and LUMO, eV: 7.415
Energy above the lowest of the compared OMol25 structures with the same formula, charge and spin, kcal/mol: 0.0
LUMO energy, eV: -6.07

Entry 3:
Density functional theory data (ωB97M-V with the def2-TZVPD basis set) for a 4-piece molecular cluster, C26H35F24N6O6S2 overall at a distorted geometry.

The geometry in ORCA input format:
```
! wB97M-V def2-TZVPD RIJCOSX def2/J DEFGRID3
* xyz 1 1
C 4.7350 -4.6995 2.6780
S 5.4203 -3.0003 2.4453
O 6.9293 -3.1337 2.5647
O 4.9994 -2.0888 3.5832
N 5.1335 -2.3027 0.8804
C 3.8453 -2.6879 0.2946
N 3.8668 -3.7084 -0.5947
N 2.6634 -1.9269 0.6878
N 2.0811 -2.4167 1.8628
C 1.6833 -1.7385 -0.4226
C 0.2336 -1.2301 0.0392
C -0.7841 -2.4953 -0.1372
C -1.9479 -2.4959 0.9839
C -2.6901 -3.9329 1.1177
C -2.0354 -4.8390 2.2950
C -0.7126 -5.5045 1.6759
S -0.6521 -7.3735 1.9173
C 0.8319 -7.8345 0.9021
N 1.4210 -9.1042 0.6424
N 2.5074 -8.7936 -0.1319
C 2.5743 -7.3981 -0.3502
O 1.4909 -6.7395 0.2962
H 3.6080 -4.7263 2.9083
H 5.2412 -5.1203 3.6259
H 5.0157 -5.4366 1.8399
H 5.9112 -2.6216 0.2795
H 3.4620 -3.5421 -1.5369
H 4.3062 -4.6205 -0.4286
H 2.1325 -3.4428 1.9390
H 2.5750 -1.9525 2.6530
H 1.5660 -2.6608 -1.1073
H 2.1064 -0.9141 -1.1135
H -0.1526 -0.4352 -0.6860
H 0.1838 -0.8242 1.0993
H -1.3171 -2.4797 -1.1521
H -0.1307 -3.4252 -0.0385
H -2.7600 -1.7665 0.5883
H -1.5100 -2.1714 1.9873
H -3.7998 -3.7184 1.3340
H -2.6891 -4.4956 0.1095
H -2.7528 -5.6205 2.7065
H -1.7766 -4.1035 3.1431
H -0.7710 -5.3704 0.5323
H 0.2503 -5.0036 2.0682
H 3.3688 -6.8329 -0.9347
C -3.4611 3.0395 2.3650
C -3.3900 1.6887 1.6195
C -4.3154 0.5895 2.1424
F -4.0515 0.2484 3.4163
F -4.1605 -0.5446 1.4063
F -2.0985 1.2685 1.5886
F -3.7312 1.9304 0.3178
O -2.4576 3.2857 3.3614
C -2.6860 2.7724 4.6570
C -1.6491 1.7187 5.0630
F -1.6368 0.6724 4.2057
F -1.9297 1.2153 6.2884
F -3.9529 2.3288 4.7518
F -2.5981 3.8284 5.4960
H -3.2767 3.8116 1.6128
H -4.4654 3.2561 2.7373
H -5.3644 0.8910 2.0724
H -0.6449 2.1480 5.0846
C -4.4977 5.9169 -2.5132
C -4.4641 5.2342 -1.1297
C -5.8237 4.8563 -0.5396
F -6.6130 5.9237 -0.3334
F -5.6673 4.2611 0.6733
F -3.7564 6.0098 -0.2716
F -3.7388 4.0853 -1.2738
O -4.4058 7.3475 -2.5414
C -5.6012 8.0806 -2.3670
C -5.5891 8.9322 -1.0926
F -5.4107 8.1746 0.0116
F -6.7685 9.5786 -0.9364
F -6.6566 7.2476 -2.4347
F -5.6990 8.8920 -3.4437
H -3.5925 5.5879 -3.0317
H -5.3186 5.5521 -3.1365
H -6.3524 4.1511 -1.1873
H -4.7873 9.6733 -1.1260
C 6.1723 0.8871 -3.6771
C 5.0383 0.0068 -3.1108
C 4.1629 -0.6985 -4.1487
F 3.5122 0.1626 -4.9445
F 3.2067 -1.4461 -3.5330
F 4.2884 0.7466 -2.2582
F 5.6300 -0.9578 -2.3384
O 5.9242 2.2946 -3.7696
C 5.2489 2.7625 -4.9204
C 3.8867 3.3837 -4.5915
F 3.0726 2.5000 -3.9707
F 3.2517 3.7726 -5.7213
F 5.1721 1.7749 -5.8323
F 6.0489 3.7059 -5.4615
H 6.9952 0.8144 -2.9598
H 6.5838 0.4865 -4.6077
H 4.7550 -1.3727 -4.7743
H 4.0011 4.2524 -3.9393
*
```

Properties
Gap between HOMO and LUMO, eV: 5.259
LUMO energy, eV: -6.02

Entry 4:
Density functional theory data (ωB97M-V with the def2-TZVPD basis set) for C37H38ClF3N6O4PY as an isolated structure at a distorted geometry.

The geometry in ORCA input format:
```
! wB97M-V def2-TZVPD RIJCOSX def2/J DEFGRID3
* xyz 2 1
Y -0.5683 0.2699 -0.4766
C -4.0056 -0.1209 0.1427
C -3.9217 -1.6105 -0.0990
C -2.6944 -2.3553 0.3642
C -2.7437 -3.7443 0.3519
C -1.6945 -4.4757 0.8755
C -0.6229 -3.7924 1.4374
C -0.6385 -2.4165 1.4003
N -1.6281 -1.6886 0.8407
N -3.1753 0.7526 -0.7229
C -3.5218 0.5784 -2.1369
C -2.5498 1.2833 -3.0483
C -2.8946 1.5002 -4.3694
C -1.9889 2.1168 -5.2131
C -0.7688 2.5278 -4.6973
C -0.5080 2.2853 -3.3654
N -1.3687 1.6620 -2.5403
C -3.4929 2.1501 -0.3769
C -2.7881 2.6432 0.8430
C -3.4277 3.4824 1.7339
C -2.7090 4.0178 2.7902
C -1.3688 3.6880 2.9209
C -0.8077 2.8252 1.9983
N -1.4973 2.3048 0.9679
H -3.7421 0.0961 1.1786
H -5.0525 0.1609 0.0105
H -4.1286 -1.8686 -1.1389
H -4.7549 -2.0334 0.4619
H -3.6236 -4.2416 -0.0551
H -1.7214 -5.5635 0.8664
H 0.2077 -4.3130 1.9027
H 0.1699 -1.8469 1.8316
H -4.5346 0.9464 -2.3297
H -3.5026 -0.4740 -2.3832
H -3.8734 1.1891 -4.7280
H -2.2336 2.2826 -6.2573
H -0.0281 3.0235 -5.3166
H 0.4346 2.5785 -2.9311
H -4.5688 2.2707 -0.2642
H -3.1856 2.7862 -1.2004
H -4.4794 3.7164 1.5961
H -3.1912 4.6780 3.5040
H -0.7650 4.0757 3.7365
H 0.2228 2.5058 2.0895
Cl -1.3991 -6.5017 -4.4910
C -1.2884 -4.9186 -3.8003
C -2.2382 -3.9323 -4.1652
C -2.1969 -2.6712 -3.6329
C -1.2157 -2.3156 -2.6699
O -1.2157 -1.1645 -2.1025
C -0.2375 -3.3000 -2.3702
C 0.8947 -2.9725 -1.6128
O 1.1180 -1.8966 -1.0239
C -0.2988 -4.5978 -2.9423
H -3.0043 -4.1945 -4.8926
H -2.9149 -1.9182 -3.9421
H 1.6802 -3.7433 -1.5607
H 0.4617 -5.3332 -2.6863
F 4.6143 -0.7477 7.7255
C 5.1771 -0.0619 6.7212
F 5.5236 1.1559 7.1761
F 6.3028 -0.6972 6.3437
C 4.2366 0.0628 5.5534
C 2.9390 -0.4116 5.6273
C 2.0990 -0.2945 4.5282
C 2.5547 0.2975 3.3476
C 3.8633 0.7888 3.3014
C 4.6999 0.6704 4.3958
C 1.6802 0.3735 2.1966
C 0.9040 0.3889 1.2419
H 2.5825 -0.8692 6.5419
H 1.0788 -0.6582 4.5797
H 4.2233 1.2818 2.4035
H 5.7146 1.0547 4.3576
N 3.4861 -1.3002 -0.9086
C 3.6644 0.0386 -0.2434
P 2.9243 1.3378 -1.2609
O 3.8526 1.6443 -2.4075
O 1.4881 1.0012 -1.5355
C 3.1071 2.8748 -0.2650
N 3.5695 3.9395 -1.2595
H 4.0751 -2.0028 -0.4802
H 3.7277 -1.2698 -1.8963
H 2.4623 -1.6022 -0.8251
H 4.7264 0.2553 -0.1377
H 3.1770 -0.0010 0.7281
H 3.9067 2.7510 0.4626
H 2.1953 3.1582 0.2452
H 4.0081 3.3870 -2.0477
H 4.2290 4.5977 -0.8677
H 2.7966 4.4644 -1.6437
*
```

Properties
Gap between HOMO and LUMO, eV: 7.664
Energy above the lowest of the compared OMol25 structures with the same formula, charge and spin, kcal/mol: 48.4
LUMO energy, eV: -4.94